Entry 1:
218
Properties=species:S:1:pos:R:3:mulliken_charge:R:1 method="wB97M-V/def2-TZVPD" gap_ev=9.6 total_charge=0 lumo_energy_ev=0.10 total_energy_ev=-198644.2963 homo_energy_ev=-9.458
C -7.486 0.911 4.404 -0.68
O -8.727 1.596 4.213 -0.33
C -8.909 2.105 2.851 -0.39
C -10.239 2.900 2.794 -0.64
O -11.404 2.153 2.412 -0.32
C -11.488 2.011 0.978 -0.40
C -12.763 1.286 0.554 -0.68
O -12.928 -0.043 0.950 -0.36
C -13.037 -0.351 2.351 -0.61
H -6.643 1.599 4.468 0.30
H -7.268 0.327 3.510 0.27
H -7.408 0.381 5.354 0.26
H -8.764 1.264 2.173 0.35
H -8.185 2.832 2.482 0.34
H -10.193 3.879 2.317 0.41
H -10.456 3.010 3.857 0.28
H -10.592 1.586 0.526 0.31
H -11.502 2.987 0.494 0.38
H -12.849 1.375 -0.529 0.35
H -13.690 1.781 0.842 0.38
H -12.082 -0.381 2.874 0.22
H -13.474 -1.346 2.439 0.25
H -13.691 0.331 2.894 0.30
C 3.909 -5.772 -7.422 -0.63
O 4.510 -5.476 -8.695 -0.37
C 5.198 -4.233 -8.735 -0.55
C 4.273 -3.041 -8.785 -0.65
O 3.679 -2.730 -7.496 -0.13
C 2.874 -1.567 -7.483 -0.55
C 2.333 -1.347 -5.993 -0.68
O 3.378 -1.215 -5.056 -0.36
C 3.738 -2.393 -4.348 -0.47
H 3.115 -5.109 -7.077 0.20
H 4.704 -5.800 -6.678 0.28
H 3.663 -6.833 -7.398 0.31
H 5.774 -4.109 -9.652 0.36
H 5.940 -4.109 -7.947 0.35
H 3.554 -3.025 -9.604 0.39
H 4.907 -2.211 -9.098 0.40
H 2.014 -1.638 -8.150 0.36
H 3.425 -0.695 -7.835 0.34
H 1.615 -2.151 -5.829 0.32
H 1.619 -0.524 -5.952 0.45
H 4.579 -2.156 -3.697 0.23
H 3.894 -3.213 -5.049 0.12
H 2.937 -2.700 -3.676 0.28
C 12.631 3.735 2.734 -0.70
O 12.320 4.180 1.396 -0.31
C 12.725 3.244 0.377 -0.34
C 12.242 3.613 -0.993 -0.59
O 10.817 3.737 -1.068 -0.34
C 10.061 2.534 -1.420 -0.61
C 9.717 2.292 -2.896 -0.44
O 10.872 1.908 -3.615 -0.29
C 10.570 1.323 -4.933 -0.71
H 12.485 4.566 3.424 0.24
H 13.640 3.324 2.740 0.31
H 12.079 2.834 3.000 0.28
H 12.292 2.265 0.585 0.29
H 13.811 3.203 0.292 0.36
H 12.726 3.020 -1.769 0.32
H 12.622 4.629 -1.099 0.34
H 9.099 2.542 -0.907 0.38
H 10.591 1.673 -1.012 0.29
H 9.246 3.154 -3.369 0.37
H 9.003 1.470 -2.838 0.35
H 9.937 2.055 -5.435 0.30
H 9.993 0.401 -4.871 0.29
H 11.521 1.116 -5.424 0.22
C 3.548 -0.501 8.645 -0.75
O 4.273 -1.569 9.326 -0.29
C 4.214 -2.830 8.696 -0.49
C 4.520 -3.887 9.769 -0.62
O 5.899 -3.944 10.217 -0.19
C 6.156 -4.898 11.254 -0.53
C 7.604 -5.475 11.088 -0.54
O 8.618 -4.538 11.415 -0.36
C 8.785 -3.417 10.511 -0.59
H 2.585 -0.876 8.299 0.31
H 4.082 -0.172 7.754 0.28
H 3.321 0.342 9.297 0.25
H 4.978 -2.798 7.919 0.24
H 3.232 -3.031 8.267 0.44
H 4.214 -4.861 9.385 0.40
H 3.926 -3.669 10.656 0.33
H 5.465 -5.740 11.219 0.45
H 5.992 -4.415 12.217 0.32
H 7.745 -5.880 10.085 0.27
H 7.763 -6.240 11.848 0.33
H 7.982 -2.691 10.389 0.22
H 9.080 -3.766 9.522 0.25
H 9.514 -2.723 10.930 0.29
C 6.077 7.222 1.370 -1.18
C 5.778 8.020 0.031 -0.23
O 4.410 8.102 -0.192 -0.18
C 3.890 8.667 -1.316 0.33
O 4.487 9.077 -2.315 -0.53
C 2.315 8.696 -1.217 0.88
F 1.938 9.987 -1.266 -0.26
F 1.792 8.130 -2.273 -0.25
F 1.829 8.114 -0.157 -0.22
H 5.437 7.498 2.208 0.33
H 7.154 7.161 1.525 0.38
H 5.819 6.172 1.227 0.33
H 6.243 7.567 -0.844 0.34
H 6.129 9.035 0.221 0.27
C 8.200 -1.593 4.422 -1.06
C 9.076 -2.901 4.435 -0.25
O 8.396 -4.022 4.954 -0.28
C 7.494 -4.682 4.210 0.42
O 7.343 -4.453 2.974 -0.55
C 6.895 -5.982 4.825 0.83
F 7.204 -7.102 4.187 -0.26
F 7.225 -6.180 6.103 -0.23
F 5.567 -5.873 4.700 -0.25
H 7.785 -1.435 5.417 0.30
H 7.273 -1.665 3.853 0.32
H 8.839 -0.808 4.018 0.34
H 9.956 -2.708 5.050 0.30
H 9.424 -3.218 3.452 0.36
C -6.274 9.368 -8.282 -1.13
C -5.293 9.577 -7.073 -0.23
O -5.872 8.678 -6.090 -0.23
C -5.689 9.016 -4.806 0.40
O -5.061 10.005 -4.448 -0.54
C -6.320 8.008 -3.827 0.84
F -5.480 7.761 -2.791 -0.24
F -7.449 8.550 -3.317 -0.25
F -6.622 6.865 -4.427 -0.23
H -6.006 9.851 -9.222 0.39
H -7.125 10.009 -8.050 0.31
H -6.604 8.343 -8.451 0.30
H -5.312 10.631 -6.795 0.31
H -4.294 9.265 -7.378 0.28
C -5.710 -8.243 -9.769 -1.03
C -5.828 -8.834 -8.334 -0.28
O -5.144 -7.984 -7.355 -0.29
C -3.793 -8.285 -7.113 0.35
O -3.084 -8.953 -7.837 -0.49
C -3.282 -7.634 -5.844 0.87
F -4.282 -7.021 -5.177 -0.24
F -2.777 -8.566 -5.066 -0.24
F -2.352 -6.777 -6.213 -0.24
H -4.843 -8.730 -10.215 0.27
H -5.600 -7.163 -9.682 0.30
H -6.579 -8.408 -10.408 0.35
H -5.492 -9.853 -8.144 0.36
H -6.834 -8.866 -7.916 0.31
C -1.473 -7.010 3.000 -1.11
C -2.108 -6.151 4.090 -0.27
O -2.727 -7.052 4.985 -0.18
C -3.051 -6.692 6.157 0.46
O -2.791 -5.578 6.630 -0.59
C -3.645 -7.890 6.993 0.83
F -4.904 -7.637 7.215 -0.24
F -3.486 -9.020 6.287 -0.24
F -3.094 -8.065 8.198 -0.25
H -2.247 -7.660 2.593 0.30
H -0.669 -7.621 3.411 0.29
H -1.036 -6.454 2.171 0.38
H -2.762 -5.378 3.686 0.31
H -1.356 -5.564 4.617 0.31
C -10.047 -1.140 -10.316 -1.02
C -8.647 -1.212 -10.944 -0.25
O -7.963 0.028 -10.655 -0.26
C -7.044 0.109 -9.619 0.39
O -6.773 -0.806 -8.825 -0.53
C -6.260 1.435 -9.568 0.83
F -4.961 1.319 -9.898 -0.24
F -6.836 2.363 -10.352 -0.24
F -6.313 1.915 -8.332 -0.25
H -9.983 -1.068 -9.231 0.30
H -10.554 -2.068 -10.579 0.36
H -10.660 -0.320 -10.688 0.29
H -8.785 -1.230 -12.025 0.26
H -8.095 -2.126 -10.727 0.35
C -3.266 0.190 -1.687 -1.09
C -2.298 -0.475 -0.735 -0.25
O -1.269 0.510 -0.505 -0.21
C -0.611 0.509 0.694 0.42
O -0.809 -0.272 1.615 -0.55
C 0.444 1.664 0.759 0.83
F 1.659 1.147 0.937 -0.25
F 0.553 2.332 -0.407 -0.24
F 0.212 2.532 1.731 -0.24
H -4.162 -0.429 -1.723 0.37
H -2.896 0.250 -2.710 0.29
H -3.520 1.195 -1.351 0.31
H -1.858 -1.396 -1.114 0.28
H -2.768 -0.687 0.226 0.32
C 3.173 10.852 11.524 -1.04
C 3.739 11.235 10.123 -0.31
O 3.232 10.406 9.062 -0.32
C 2.204 10.822 8.296 0.47
O 1.789 11.985 8.363 -0.54
C 1.587 9.736 7.413 0.81
F 0.362 9.349 7.836 -0.24
F 1.484 10.245 6.146 -0.23
F 2.362 8.642 7.399 -0.22
H 3.727 11.048 12.442 0.37
H 2.913 9.796 11.444 0.28
H 2.286 11.421 11.803 0.29
H 4.828 11.259 10.076 0.36
H 3.531 12.270 9.851 0.32
C -9.655 -4.482 -3.257 -0.92
C -10.248 -4.325 -1.823 -0.26
O -9.823 -5.391 -0.984 -0.28
C -8.714 -5.311 -0.143 0.41
O -7.982 -4.308 -0.122 -0.55
C -8.422 -6.534 0.755 0.83
F -8.489 -6.188 2.018 -0.24
F -9.255 -7.569 0.558 -0.24
F -7.190 -6.943 0.542 -0.24
H -9.735 -3.501 -3.725 0.30
H -10.183 -5.114 -3.971 0.31
H -8.639 -4.864 -3.157 0.27
H -11.326 -4.480 -1.859 0.26
H -10.023 -3.371 -1.346 0.35

Entry 2:
66
Properties=species:S:1:pos:R:3:mulliken_charge:R:1 method="wB97M-V/def2-TZVPD" gap_ev=1.7 total_charge=-2 lumo_energy_ev=3.50 total_energy_ev=-75486.8184 homo_energy_ev=1.830
K 0.408 -1.609 0.580 0.53
P 2.237 -2.526 -1.815 0.06
O 1.728 -3.683 -0.913 -0.64
O 1.076 -1.536 -2.155 -0.31
O 2.903 -3.028 -3.144 -0.96
O 3.367 -1.952 -0.884 -0.76
C -0.467 1.042 -3.964 -1.66
C -0.383 0.787 -2.487 1.80
O -1.253 1.765 -1.847 -0.48
C -1.611 1.594 -0.602 0.43
O -1.086 0.769 0.093 0.07
O -2.533 2.501 -0.286 -0.41
C -2.781 2.652 1.094 -0.60
H 0.153 0.320 -4.503 0.37
H 0.045 1.978 -4.204 0.28
H -1.476 0.919 -4.357 0.39
H 0.649 0.894 -2.161 -0.83
H -0.771 -0.190 -2.207 -0.22
H -3.412 3.529 1.224 0.27
H -1.864 2.796 1.670 0.20
H -3.297 1.830 1.598 0.26
C 1.512 1.947 5.072 -1.26
C 0.500 2.323 4.014 0.24
O -0.738 1.617 4.215 -0.39
C -0.912 0.405 3.695 0.80
O -0.052 -0.222 3.142 -0.52
O -2.138 0.009 3.949 -0.37
C -2.541 -1.246 3.413 -0.31
H 1.190 2.257 6.063 0.32
H 2.536 2.238 4.834 0.37
H 1.630 0.857 5.093 0.30
H 0.808 2.161 2.983 0.00
H 0.172 3.339 4.236 0.30
H -2.291 -1.280 2.347 -0.03
H -3.599 -1.360 3.608 0.34
H -1.919 -2.076 3.759 0.29
C -2.788 -1.801 -1.216 -0.18
C -3.536 -2.861 -0.398 -0.48
O -2.823 -4.104 -0.387 -0.34
C -1.923 -4.229 0.573 0.77
O -1.567 -3.389 1.376 -0.55
O -1.347 -5.407 0.457 -0.34
C -0.251 -5.745 1.282 -0.52
H -2.845 -2.026 -2.281 0.40
H -1.715 -1.780 -1.021 -0.35
H -3.283 -0.852 -1.005 0.21
H -4.477 -3.057 -0.911 0.34
H -3.769 -2.560 0.623 0.27
H 0.652 -5.373 0.785 0.27
H -0.120 -6.824 1.367 0.21
H -0.405 -5.353 2.288 0.23
C 2.614 1.437 0.415 -0.80
C 2.985 1.200 -1.043 0.41
O 2.959 2.482 -1.689 -0.29
C 2.961 2.547 -3.002 0.89
O 2.724 1.658 -3.763 -0.51
O 3.242 3.802 -3.355 -0.38
C 3.311 4.137 -4.722 -0.65
H 1.716 2.064 0.460 0.13
H 3.448 1.910 0.940 0.39
H 2.336 0.523 0.928 0.22
H 2.258 0.516 -1.496 -0.24
H 3.926 0.648 -1.083 0.24
H 4.108 3.522 -5.141 0.29
H 3.440 5.202 -4.892 0.22
H 2.379 3.893 -5.241 0.26

Entry 3:
64
Properties=species:S:1:pos:R:3:mulliken_charge:R:1 method="wB97M-V/def2-TZVPD" gap_ev="5.0 / 6.9" total_charge=0 lumo_energy_ev="-0.63 / -0.69" spin_multiplicity=3 total_energy_ev=-53781.1908 homo_energy_ev="-5.602 / -7.633" s_squared=2.010
C -0.295 -3.725 -0.178 -1.50
C 0.105 -2.821 -1.605 -0.47
H 0.504 -4.220 0.392 0.45
H -0.617 -4.563 -0.825 0.42
H -1.215 -3.492 0.355 0.46
H 1.216 -2.781 -1.737 0.36
H -0.199 -3.371 -2.520 0.60
H -0.571 -1.938 -1.634 -0.97
C 2.997 -0.642 1.791 0.34
C 4.048 0.182 2.178 -0.93
C 4.693 0.940 1.199 -0.47
C 4.239 0.855 -0.113 -0.94
H 2.497 -1.286 2.529 -0.11
H 4.342 0.208 3.228 0.43
H 5.540 1.581 1.449 0.42
H 4.700 1.428 -0.919 0.25
N 2.515 -0.691 0.545 -0.11
C 3.137 0.030 -0.428 1.10
C 2.545 0.005 -1.768 0.04
N 1.402 -0.701 -1.915 0.18
C 0.708 -0.629 -3.069 -0.04
C 2.347 0.816 -4.048 -0.69
C 1.147 0.111 -4.153 -0.81
H -0.236 -1.167 -3.183 0.20
H 0.528 0.114 -5.048 0.40
C 3.047 0.756 -2.847 -0.71
H 3.984 1.284 -2.713 0.39
H 2.714 1.397 -4.888 0.43
Pt 0.691 -1.918 -0.014 2.31
I 0.650 -2.774 2.674 -0.40
C -4.680 -2.546 1.433 -0.71
C -4.172 -2.457 0.134 -0.70
C -3.063 -1.647 -0.125 -0.13
C -2.424 -0.960 0.920 0.51
C -2.973 -1.005 2.206 -0.68
C -4.089 -1.810 2.463 -0.57
Si -0.814 -0.062 0.568 0.16
C -1.286 1.146 -0.809 0.97
C -0.298 1.871 -1.491 -0.38
C -0.633 2.783 -2.496 -0.98
C -1.977 3.027 -2.798 -0.79
C -2.973 2.355 -2.085 -0.65
C -2.630 1.428 -1.093 -0.87
C -0.222 1.071 1.955 1.13
C 0.093 2.419 1.709 -0.43
C 0.569 3.249 2.729 -0.75
C 0.736 2.754 4.024 -0.58
C 0.405 1.425 4.292 -0.90
C -0.102 0.615 3.274 -0.19
H -5.544 -3.182 1.635 0.35
H -4.639 -3.006 -0.686 0.39
H -2.708 -1.545 -1.155 0.33
H -2.512 -0.431 3.008 0.30
H -4.491 -1.856 3.475 0.39
H 0.751 1.732 -1.227 0.80
H 0.158 3.303 -3.036 0.45
H -2.241 3.743 -3.579 0.36
H -4.026 2.549 -2.296 0.41
H -3.424 0.928 -0.533 0.36
H -0.048 2.840 0.714 0.39
H 0.807 4.291 2.506 0.40
H 1.115 3.400 4.820 0.36
H 0.533 1.010 5.293 0.41
H -0.357 -0.421 3.518 0.15